No. 1
Molecular formula: H50O25
Method: DFT, ωB97M-V/def2-TZVPD

XYZ file:
```
75
Properties=species:S:1:pos:R:3:forces:R:3
O 10.335 14.523 23.840 0.093 -0.120 0.217
H 9.720 13.832 23.592 0.015 -0.282 -0.048
H 10.176 15.224 23.209 0.068 0.509 -0.130
O 14.016 16.540 22.860 -0.076 1.404 0.306
H 13.843 15.847 23.496 -0.192 -0.446 -0.176
H 14.067 16.087 22.018 0.285 -0.499 0.032
O 15.295 9.722 25.555 0.639 -0.277 0.058
H 14.717 9.010 25.828 -0.168 -0.093 0.116
H 14.705 10.448 25.356 -0.302 0.283 -0.128
O 10.123 17.118 22.700 0.549 0.388 0.561
H 10.569 17.760 22.148 0.316 0.251 0.129
H 9.565 16.628 22.096 -0.713 -0.278 -0.631
O 12.551 8.540 23.668 -0.161 -0.437 -0.145
H 11.822 8.193 24.183 -0.276 -0.051 0.441
H 12.635 7.932 22.933 0.217 -0.069 -0.232
O 13.747 19.923 23.109 -0.216 0.254 0.089
H 14.506 20.317 22.679 0.172 0.116 -0.130
H 14.060 19.070 23.413 0.011 -0.560 -0.057
O 11.026 14.800 27.022 -0.052 -0.219 0.290
H 11.768 14.998 26.449 0.342 -0.172 -0.216
H 10.428 15.538 26.904 -0.399 0.202 -0.139
O 17.656 16.234 22.823 0.248 0.074 -0.264
H 16.739 16.055 23.031 -0.389 -0.167 -0.062
H 17.942 16.840 23.507 0.127 0.082 0.228
O 15.942 17.640 25.887 0.070 -0.056 -0.172
H 15.395 17.345 26.615 -0.101 -0.076 0.346
H 15.756 18.576 25.811 -0.015 0.301 -0.115
O 8.662 15.603 21.134 -0.241 0.546 -0.413
H 8.836 15.496 20.198 0.051 0.072 -0.236
H 8.357 14.742 21.420 0.134 -0.624 0.312
O 14.734 14.207 27.517 -0.616 -0.280 0.604
H 15.121 14.373 26.657 0.504 0.249 -0.476
H 14.985 14.965 28.044 0.067 -0.019 0.267
O 13.050 14.186 23.980 0.844 0.228 0.368
H 12.976 13.248 23.806 0.146 -0.615 0.007
H 12.182 14.537 23.783 -0.783 -0.013 0.039
O 11.336 9.463 26.785 0.531 -0.956 0.102
H 10.696 9.077 27.384 -0.054 -0.129 0.160
H 10.880 10.208 26.394 -0.426 0.601 -0.244
O 15.675 15.038 25.124 0.186 -0.339 -0.067
H 14.857 14.682 24.779 -0.512 -0.485 -0.493
H 15.586 15.986 25.022 0.148 0.728 -0.022
O 18.114 14.600 26.555 0.408 0.208 0.364
H 18.101 13.644 26.587 -0.009 -0.226 0.012
H 17.371 14.832 25.997 -0.245 -0.048 -0.323
O 13.060 11.033 24.259 -0.152 1.009 -0.589
H 12.848 10.102 24.187 0.169 -0.582 -0.326
H 12.698 11.297 25.105 0.024 0.425 0.937
O 11.106 12.555 28.834 0.036 -0.412 0.429
H 10.921 13.322 28.292 0.011 0.757 -0.362
H 10.261 12.115 28.925 -0.163 -0.204 0.064
O 13.224 16.202 19.299 0.227 -0.181 -0.094
H 12.290 16.023 19.187 -0.198 -0.115 -0.042
H 13.255 16.932 19.918 0.064 0.334 0.198
O 15.087 14.696 21.175 0.067 -0.077 -0.036
H 14.762 14.911 20.301 -0.191 0.150 -0.486
H 15.379 13.787 21.106 0.145 -0.228 0.170
O 10.672 11.091 22.237 -0.564 0.133 -0.637
H 11.117 11.081 23.085 0.425 0.105 0.659
H 11.314 10.731 21.625 0.234 -0.098 -0.074
O 7.676 12.853 24.960 0.181 -0.015 0.303
H 7.865 13.019 24.037 0.032 0.077 -0.477
H 6.894 12.301 24.950 -0.240 -0.170 0.090
O 10.165 11.614 25.769 0.150 -0.101 -0.294
H 10.706 12.361 26.025 0.492 0.419 0.225
H 9.321 12.000 25.533 -0.744 0.167 -0.116
O 8.693 17.307 25.165 -0.258 -0.196 0.614
H 9.255 17.234 24.393 0.334 0.021 -0.522
H 8.624 18.249 25.322 -0.050 0.199 0.049
O 12.955 12.034 26.874 -0.046 -0.271 -0.942
H 12.357 11.929 27.615 -0.352 -0.209 0.603
H 13.490 12.793 27.104 0.433 0.450 0.213
O 8.670 12.974 21.906 -0.930 0.567 0.109
H 7.932 12.568 21.451 -0.309 -0.259 -0.039
H 9.423 12.432 21.672 0.950 -0.655 0.247
```
Forces are in eV/Å.

Values from the calculation:
energy relative to the best compared isomer or geometry (same formula, charge and spin)	267.9	kJ/mol
LUMO	-0.6	eV
HOMO	-10.0190	eV
frontier orbital gap	9.4	eV

Atom charges from the Mulliken analysis, given in e for atoms 1 to 5:
1. O -0.353
2. H 0.070
3. H 0.265
4. O -0.200
5. H 0.199

No. 2
Molecular formula: C30H32AsMoN3O5S2Si
Method: DFT, ωB97M-V/def2-TZVPD

XYZ file:
```
75
Properties=species:S:1:pos:R:3:forces:R:3
Mo -0.936 -14.987 13.654 -1.303 1.018 0.386
O -0.333 -10.751 17.250 -1.741 1.762 -1.073
C -0.202 -11.442 16.075 -0.911 0.179 0.459
C -1.047 -11.244 14.938 -0.445 2.208 1.301
C -0.988 -12.063 13.857 -0.511 0.766 0.046
N -0.154 -13.134 13.868 1.579 0.435 -0.263
C 0.860 -13.084 14.743 1.504 -0.076 2.829
C 0.802 -12.367 16.011 0.770 -1.126 -2.267
C 2.241 -13.707 14.445 0.094 1.094 -1.584
O 2.723 -14.637 15.020 0.002 0.067 -0.101
O 2.908 -12.923 13.507 -0.918 -1.300 2.107
C -1.630 -11.595 12.552 -0.291 1.180 -1.081
O -1.052 -11.945 11.482 -0.366 -1.030 0.559
O -2.553 -10.774 12.637 -0.129 -0.536 0.543
H -1.034 -10.014 17.126 1.651 -1.831 0.287
H -1.678 -10.286 14.910 0.788 -1.751 -0.173
H 1.597 -12.478 16.770 -0.631 0.112 -0.607
S -3.043 -15.698 14.619 0.587 1.273 -0.576
C -2.786 -17.340 14.120 -0.820 -1.614 1.778
C -3.940 -18.131 13.857 1.090 0.158 0.132
C -3.803 -19.507 13.684 0.660 0.930 0.470
C -2.610 -20.131 14.051 0.423 0.498 0.186
C -1.519 -19.380 14.524 -0.499 -0.299 -0.058
C -1.582 -17.976 14.512 -0.070 -1.105 -0.770
As 0.035 -16.928 14.886 -0.625 -0.779 -1.557
C 1.251 -18.137 13.902 -0.013 -1.905 2.201
C 1.708 -19.345 14.539 0.099 0.893 0.208
C 2.490 -20.287 13.864 -0.408 1.624 -0.181
C 2.788 -20.003 12.537 -0.733 -0.101 0.216
C 2.232 -18.913 11.875 0.091 -0.451 -0.168
C 1.429 -17.999 12.561 0.280 1.226 -1.573
C 0.129 -17.237 16.767 1.401 1.329 1.811
C -0.971 -17.611 17.540 1.346 -1.151 1.271
C -0.768 -17.908 18.940 -2.026 1.683 -0.562
C 0.397 -17.476 19.579 -1.036 -0.999 1.497
C 1.400 -16.901 18.849 1.592 0.831 0.106
C 1.285 -16.770 17.479 -1.056 -1.042 -0.170
H -4.932 -17.691 13.988 0.340 0.068 -0.729
H -4.668 -20.016 13.341 -0.515 -0.849 -0.013
H -2.505 -21.201 14.058 -0.167 -0.284 -0.161
H -0.667 -19.957 14.956 -0.660 0.820 -0.623
H 1.434 -19.470 15.588 0.271 -0.100 -0.157
H 2.955 -21.177 14.257 -0.377 -0.021 0.620
H 3.356 -20.785 12.091 0.543 -0.012 -1.019
H 2.389 -18.802 10.805 0.027 0.085 0.182
H 0.985 -17.140 11.991 0.454 -0.865 0.720
H -1.922 -17.744 17.066 -0.404 -0.309 -0.020
H -1.712 -18.130 19.543 1.628 -0.090 -0.826
H 0.502 -17.565 20.695 -0.198 -0.002 -1.288
H 2.323 -16.499 19.359 -1.156 -0.526 -0.635
H 2.109 -16.312 17.002 0.613 0.331 -0.944
C -4.523 -13.310 10.394 1.546 1.634 0.159
N -3.095 -13.721 10.660 1.304 -0.182 0.906
C -2.534 -14.914 10.716 0.056 -0.785 -0.744
N -3.145 -15.962 10.131 0.465 -1.387 0.379
S -0.835 -15.308 11.325 -1.331 -0.102 -0.807
H -4.678 -12.447 11.086 0.021 -0.767 -0.410
H -5.224 -14.097 10.656 0.098 -0.131 -0.330
H -4.627 -12.843 9.369 0.041 -1.081 0.953
H -2.343 -13.050 10.998 -1.012 0.607 -0.473
H -3.864 -15.791 9.443 -0.068 -0.163 0.220
H -2.784 -16.945 10.263 -0.503 1.980 -0.239
C 2.095 -12.054 11.098 0.659 1.170 -0.545
Si 3.551 -12.868 11.947 -0.603 0.299 -0.122
C 3.928 -14.575 11.349 0.623 -0.887 -1.289
C 5.174 -11.865 11.965 -1.216 -0.462 0.974
H 1.689 -11.384 11.868 0.128 0.115 -0.142
H 1.245 -12.717 10.915 0.250 -0.024 -0.367
H 2.359 -11.381 10.218 -0.488 -1.097 0.855
H 3.057 -15.269 11.203 0.576 0.844 0.030
H 4.583 -15.099 12.102 -0.181 0.516 -1.051
H 4.438 -14.401 10.287 -0.771 -0.722 2.254
H 4.963 -10.862 11.593 0.443 -0.128 -0.350
H 5.908 -12.463 11.441 0.271 0.361 -0.509
H 5.540 -11.760 12.993 -0.128 -0.025 -0.088
```
Forces are in eV/Å.

Values from the calculation:
energy relative to the best compared isomer or geometry (same formula, charge and spin)	592.0	kJ/mol
⟨S²⟩	2.032
LUMO (alpha / beta)	-0.3 / -0.5	eV
HOMO (alpha / beta)	-6.2226 / -7.0661	eV
frontier orbital gap (alpha / beta)	6.0 / 6.5	eV
2S+1	3

Atom charges from the Mulliken analysis, given in e for atoms 1 to 5:
1. Mo -0.073
2. O -0.564
3. C 0.714
4. C -0.125
5. C -0.428

No. 3
Molecular formula: C30H32Br2F6N7O6PS2Yb
Method: DFT, ωB97M-V/def2-TZVPD

XYZ file:
```
87
Properties=species:S:1:pos:R:3:forces:R:3
Yb 0.481 -0.218 0.848 -0.906 0.125 -0.806
Br -0.544 4.347 -1.739 0.020 0.024 0.021
C -0.127 2.671 -2.525 -0.050 -0.025 -0.089
C 0.033 2.618 -3.927 -0.007 -0.025 -0.016
C 0.316 1.440 -4.550 -0.017 -0.007 0.157
Br 0.509 1.404 -6.426 0.002 0.015 -0.042
C 0.461 0.243 -3.790 -0.025 0.119 -0.059
C 0.706 -1.035 -4.334 -0.034 -0.025 -0.017
C 0.795 -2.114 -3.503 -0.051 0.041 0.187
C 0.684 -1.922 -2.115 -0.048 0.042 -0.194
N 0.474 -0.741 -1.570 -0.012 -0.198 -0.031
C 0.332 0.331 -2.394 0.023 0.094 0.061
C 0.012 1.562 -1.721 0.186 -0.074 -0.060
O -0.146 1.530 -0.427 0.144 -0.023 0.236
H -0.080 3.528 -4.499 0.017 -0.003 -0.033
H 0.811 -1.144 -5.405 0.004 -0.013 -0.003
H 0.974 -3.108 -3.884 -0.005 -0.009 -0.017
H 0.767 -2.762 -1.443 -0.007 -0.023 0.020
C 3.449 -2.313 0.465 0.010 -0.003 -0.043
N 2.014 -2.134 0.718 -0.395 0.118 0.249
C 1.341 -3.201 0.992 0.143 -0.068 -0.048
C -0.082 -3.250 1.069 0.263 0.000 0.005
C -0.886 -4.380 1.196 -0.027 0.123 -0.025
C -2.201 -3.928 1.064 0.022 -0.028 0.035
C -2.119 -2.555 0.875 0.062 0.028 0.003
N -0.841 -2.115 0.870 -0.112 -0.129 0.140
C 3.708 -2.215 -1.022 0.123 0.070 0.031
C 3.780 -0.972 -1.646 0.023 0.009 -0.010
C 3.976 -0.879 -3.014 0.019 -0.034 -0.024
C 4.102 -2.032 -3.780 0.053 0.061 -0.017
C 4.031 -3.272 -3.168 0.033 -0.060 0.033
C 3.837 -3.361 -1.795 -0.040 -0.019 0.003
H 3.765 -3.290 0.844 0.020 0.022 -0.070
H 4.022 -1.558 1.002 -0.059 -0.057 -0.083
H 1.862 -4.154 1.120 0.015 0.020 -0.019
H -0.547 -5.390 1.351 0.023 -0.052 0.008
H -3.102 -4.516 1.104 -0.048 -0.027 -0.001
H -2.950 -1.882 0.738 -0.030 0.040 0.015
H 3.705 -0.065 -1.062 0.003 0.019 0.067
H 4.043 0.094 -3.482 0.002 0.026 -0.025
H 4.269 -1.961 -4.846 -0.007 0.006 -0.030
H 4.141 -4.174 -3.755 0.012 -0.027 -0.017
H 3.796 -4.334 -1.321 -0.004 -0.041 0.018
F 2.529 3.182 2.937 -0.045 0.011 0.026
C 3.723 2.648 2.669 0.076 -0.051 0.059
F 4.378 3.449 1.848 -0.043 -0.020 -0.045
F 4.398 2.503 3.794 0.008 0.001 -0.036
S 3.503 0.987 1.857 -0.126 -0.007 0.107
O 2.250 1.158 1.096 0.563 0.020 0.024
O 4.686 0.755 1.111 0.139 0.049 -0.046
N 3.332 -0.072 2.989 0.106 0.164 0.136
S 2.031 -0.240 3.852 0.003 -0.286 0.096
O 0.867 -0.604 3.032 0.098 0.097 0.310
O 1.812 0.755 4.848 -0.019 0.093 0.024
C 2.444 -1.806 4.738 -0.019 -0.017 0.148
F 3.506 -1.623 5.502 0.012 0.060 -0.032
F 1.398 -2.115 5.495 -0.006 0.039 -0.039
F 2.673 -2.792 3.885 0.012 -0.001 -0.149
C -0.458 2.541 3.532 -0.010 -0.052 0.082
O -0.197 2.017 2.227 0.085 -0.175 -0.277
H -0.927 3.526 3.461 0.030 -0.021 0.005
H 0.449 2.602 4.130 -0.071 0.028 -0.023
H -1.143 1.849 4.017 0.006 -0.011 0.013
H 0.385 2.610 1.734 -0.047 0.023 0.046
C -5.173 2.665 0.867 0.006 0.157 -0.044
N -3.926 3.103 0.093 -0.056 0.013 0.021
C -4.083 2.636 -1.364 -0.026 0.136 0.022
N -4.324 1.242 -1.426 0.012 -0.033 -0.014
C -5.497 0.881 -0.639 -0.089 -0.024 -0.039
N -5.366 1.265 0.764 0.028 -0.019 0.022
C -4.323 0.491 1.457 -0.216 0.017 0.064
P -2.636 0.707 0.716 0.252 -0.014 0.166
C -2.680 2.557 0.729 -0.104 0.073 -0.063
C -3.141 0.463 -1.049 0.003 -0.030 -0.097
H -6.008 3.206 0.416 0.001 -0.034 0.056
H -5.031 2.981 1.900 -0.028 -0.019 -0.018
H -3.871 4.123 0.094 0.003 -0.009 -0.013
H -3.163 2.917 -1.878 -0.027 -0.015 -0.016
H -4.932 3.199 -1.756 0.044 -0.030 -0.030
H -5.649 -0.196 -0.701 -0.008 0.015 -0.005
H -6.371 1.384 -1.059 0.013 -0.024 0.010
H -4.616 -0.559 1.448 0.039 -0.011 -0.020
H -4.300 0.795 2.507 0.027 -0.010 -0.009
H -1.822 2.940 0.182 0.009 -0.063 0.049
H -2.649 2.930 1.754 0.024 -0.054 -0.008
H -3.336 -0.598 -1.222 -0.012 0.018 0.023
H -2.313 0.744 -1.700 0.017 -0.017 0.007
```
Forces are in eV/Å.

Values from the calculation:
energy relative to the best compared isomer or geometry (same formula, charge and spin)	0.0	kJ/mol
net charge	+1
⟨S²⟩	0.751
LUMO	-2.6	eV
HOMO	-10.2089	eV
frontier orbital gap	7.6	eV
2S+1	2

Atom charges from the Mulliken analysis, given in e for atoms 1 to 5:
1. Yb 0.611
2. Br -0.155
3. C 0.178
4. C -0.495
5. C -0.149